22
Properties=species:S:1:pos:R:3:nbo_charge:R:1 method="wB97M-V/def2-TZVPD" total_charge=+1 e_homo_ev=-11.5980 largest_force_ev_per_a=1.510 total_energy_ev=-9873.714 de_lowest_kj_mol=333.13 orbital_gap_ev=5.81
C 0.47833 -1.20244 -2.95218 -0.223
C 0.38888 -0.18430 -1.82003 -0.226
N -0.65351 -0.58002 -0.85241 -0.812
N 1.37112 -0.64559 -3.97646 -0.824
H 0.83047 -2.16720 -2.56217 0.156
H -0.50876 -1.36564 -3.37951 0.204
H 1.37405 -0.06045 -1.35571 0.152
H 0.11557 0.76516 -2.27835 0.207
H -0.61485 0.07948 -0.08435 0.321
H -0.39021 -1.46101 -0.41248 0.337
H 2.29932 -0.56604 -3.58046 0.346
H 1.47450 -1.28443 -4.75309 0.365
C -0.23934 1.26914 2.33215 -0.107
C -0.45016 2.58225 2.37626 -0.259
C -0.77146 -0.84789 3.28860 0.117
N -1.01121 0.40392 3.12687 -0.391
H 0.57204 0.84627 1.75677 0.243
H -1.16931 2.99591 3.06584 0.216
H 0.08619 3.26777 1.74031 0.253
H -1.44781 -1.38033 3.93962 0.242
H 0.06509 -1.26483 2.74717 0.233
H -1.79896 0.80027 3.63363 0.449